Version one
Computed, not measured: 2 unconnected molecules or ions with the total composition C5H4NO3, with ωB97M-V with the def2-TZVPD basis set.

Last column: natural (NBO) charge in e.
Atoms and positions in Å:
O: 2.085 1.405 1.173  -0.6249
O: 2.599 0.155 -0.584  -0.7423
O: -1.384 1.689 1.451  -0.4998
N: -0.345 -2.538 0.146  -0.8635
C: 1.722 0.518 0.480  0.7396
C: -1.366 1.320 0.359  0.7359
C: 0.177 -1.420 0.350  0.3539
C: -1.640 1.036 -0.899  -0.8401
C: 0.559 -0.273 0.611  -0.5881
H: -0.811 -3.093 0.728  0.3531
H: -2.641 1.375 -1.355  0.2327
H: 2.036 -0.405 -1.172  0.4716
H: -0.993 0.232 -1.289  0.2719

Properties
Orbital gap = 7.62 eV
E_LUMO = 3.882 eV
Net charge = -1


Version two
Computed, not measured: a gas-phase ion, C5H4NO3 (charge -1), with ωB97M-V with the def2-TZVPD basis set.

Last column: natural (NBO) charge in e.
Atoms and positions in Å:
O: -2.526 -1.961 -2.674  -0.5600
O: 3.426 0.260 -0.988  -0.7582
O: 2.633 2.109 -1.890  -0.7652
N: -1.594 -0.514 -1.049  -0.5236
C: 1.226 0.785 -0.373  -0.2342
C: 2.546 1.088 -1.184  0.7336
C: -2.073 -1.295 -1.824  0.8457
C: 0.576 -0.338 -0.295  -0.2436
C: -0.853 -0.501 0.168  -0.2340
H: 0.933 -1.223 -0.831  0.1941
H: 0.562 1.682 -0.080  0.1659
H: -1.187 -1.441 0.703  0.1805
H: -1.116 0.268 0.828  0.1990

Properties
Orbital gap = 7.24 eV
E_LUMO = 3.067 eV
Structure (SMILES) = O=C=NC/C=C/C(=O)[O-]
Net charge = -1


The structure with the least stability is version one.


Version one
Computed, not measured: 2 unconnected molecules or ions with the total composition C3H12NOS, with ωB97M-V with the def2-TZVPD basis set.

Last column: natural (NBO) charge in e.
Atoms and positions in Å:
S: -0.561 -1.864 -1.760  -0.0465
O: -1.856 1.443 0.803  -0.9993
N: 1.098 -0.779 1.603  -0.7096
C: -0.151 -0.130 -1.769  -0.5262
C: 0.462 0.315 0.617  -0.2550
C: 1.043 0.113 -0.737  -0.4490
H: 0.512 1.390 0.975  0.2469
H: 1.581 -1.482 1.037  0.4461
H: -1.884 -2.048 -1.607  0.1551
H: 1.778 -0.723 -0.639  0.2053
H: 0.567 -1.313 2.285  0.4396
H: 0.273 0.268 -2.709  0.2317
H: -0.647 0.218 0.818  0.2950
H: -2.727 1.154 1.090  0.5209
H: -1.673 2.288 0.388  0.5138
H: 1.513 0.959 -1.293  0.2518
H: 1.644 -0.283 2.316  0.4419
H: -0.972 0.473 -1.419  0.2377

Properties
Orbital gap = 9.08 eV
E_LUMO = -3.409 eV
Net charge = +1


Version two
Computed, not measured: 2 unconnected molecules or ions with the total composition C3H12NOS, with ωB97M-V with the def2-TZVPD basis set.

Last column: natural (NBO) charge in e.
Atoms and positions in Å:
S: 0.665 -1.965 1.108  -0.0561
O: -2.337 -0.396 2.251  -0.9671
N: 1.795 0.641 -0.152  -0.7040
C: 0.071 -1.016 -0.355  -0.5496
C: 0.318 0.448 -0.356  -0.0424
C: -0.067 1.130 -1.735  -0.6195
H: 1.970 1.646 0.178  0.4542
H: 0.472 0.696 -2.556  0.2197
H: -2.062 -1.014 2.960  0.4782
H: 0.174 2.211 -1.664  0.2274
H: -3.134 0.078 2.632  0.4903
H: -0.098 1.041 0.420  0.2314
H: 2.053 -0.095 0.624  0.4632
H: -0.956 -1.096 -0.456  0.2645
H: -0.586 -2.486 1.346  0.1944
H: 2.368 0.520 -0.975  0.4382
H: -1.098 1.016 -1.921  0.2506
H: 0.453 -1.358 -1.350  0.2267

Properties
Orbital gap = 9.89 eV
E_LUMO = -3.554 eV
Net charge = +1


The structure with the least stability is version one.


Version one
Computed, not measured: 2 unconnected molecules or ions with the total composition CH3Cl2OPS, with ωB97M-V with the def2-TZVPD basis set.

Last column: natural (NBO) charge in e.
Atoms and positions in Å:
Cl: -2.130 -0.915 -0.750  0.0660
Cl: 4.388 -0.297 -0.411  -0.2805
S: 2.320 0.184 -0.528  0.9884
P: 1.528 -1.564 0.527  0.1825
O: 2.092 1.299 0.369  -0.9155
C: -0.811 0.111 -0.806  -0.4130
H: 1.377 -0.813 1.695  -0.0322
H: -0.358 0.280 -1.768  0.1956
H: -0.725 0.856 -0.035  0.2085

Properties
Orbital gap (spin up / spin down) = 7.01 / 8.38 eV
E_LUMO (spin up / spin down) = -1.995 / -0.918 eV


Version two
Computed, not measured: 2 unconnected molecules or ions with the total composition CH3Cl2OPS, with ωB97M-V with the def2-TZVPD basis set.

Last column: natural (NBO) charge in e.
Atoms and positions in Å:
Cl: -0.742 -3.596 -2.500  -0.2718
Cl: -0.137 0.675 2.407  0.0290
S: -1.225 -1.683 -1.745  1.0151
P: -0.088 -2.007 0.132  0.1889
O: -0.460 -0.707 -2.491  -0.9080
C: -0.362 0.521 0.727  -0.4591
H: 0.432 0.928 0.122  0.2170
H: -1.374 0.684 0.399  0.2056
H: 1.105 -1.687 -0.528  -0.0168

Properties
Orbital gap = 8.21 eV
E_LUMO = -1.010 eV


Version three
Computed, not measured: a single CH3Cl2OPS molecule, with ωB97M-V with the def2-TZVPD basis set.

Last column: natural (NBO) charge in e.
Atoms and positions in Å:
Cl: -2.100 0.375 1.415  -0.0609
Cl: 1.674 -1.472 -0.242  -0.1957
S: 0.431 1.331 -0.853  0.6452
P: 0.797 -0.327 1.122  0.6695
O: 1.415 0.614 -1.776  -0.9265
C: -0.935 -0.812 0.673  -0.6908
H: 0.858 2.837 -1.142  0.0963
H: -0.958 -0.786 -0.325  0.2159
H: -1.183 -1.760 1.128  0.2471

Properties
Orbital gap (spin up / spin down) = 7.26 / 7.26 eV
E_LUMO (spin up / spin down) = -1.310 / -1.310 eV
Structure (SMILES) = O=[SH]#P(Cl)CCl


Version four
Computed, not measured: a molecular structure, CH3Cl2OPS, with ωB97M-V with the def2-TZVPD basis set.

Last column: natural (NBO) charge in e.
Atoms and positions in Å:
Cl: -2.256 1.152 1.032  0.0160
Cl: 1.723 -0.661 -2.186  -0.2697
S: 1.674 -0.170 -0.142  1.0035
P: -0.262 -1.017 0.568  0.3914
O: 2.727 -0.870 0.587  -0.8962
C: -1.302 0.445 -0.186  -0.7438
H: 0.326 -0.133 2.059  0.0154
H: -1.893 -0.026 -1.111  0.2472
H: -0.737 1.279 -0.621  0.2362

Properties
Orbital gap = 9.07 eV
E_LUMO = -0.439 eV


The structure with the least stability is version one.


Version one
Computed, not measured: a single C3H5Cl2F molecule, with ωB97M-V with the def2-TZVPD basis set.

Last column: natural (NBO) charge in e.
Atoms and positions in Å:
Cl: -0.502 -1.791 -2.023  0.0177
Cl: 1.294 -1.644 0.589  -0.1049
F: -1.343 -1.481 0.284  -0.3438
C: 0.000 0.313 -0.512  -0.5251
C: 0.177 1.119 0.779  -0.6178
C: -0.227 -1.081 -0.421  0.4195
H: -0.852 1.103 1.198  0.2137
H: 0.950 0.240 -1.053  0.2471
H: 0.644 0.443 1.444  0.2264
H: 0.706 2.052 0.791  0.2328
H: -0.846 0.726 -1.076  0.2344

Properties
Orbital gap = 11.82 eV
E_LUMO = 0.545 eV
Structure (SMILES) = CCC(F)(Cl)Cl


Version two
Computed, not measured: a single C3H5Cl2F molecule, with ωB97M-V with the def2-TZVPD basis set.

Last column: natural (NBO) charge in e.
Atoms and positions in Å:
Cl: -1.378 -0.096 -1.647  -0.0589
Cl: -0.188 2.824 0.002  -0.0383
F: 0.782 -2.082 -0.992  -0.3457
C: 0.022 0.093 -0.512  -0.2330
C: -0.357 1.137 0.572  -0.3921
C: 0.449 -1.263 0.038  0.0395
H: 0.858 0.410 -1.139  0.2324
H: -1.380 0.924 0.916  0.2326
H: 0.349 1.023 1.423  0.2202
H: -0.418 -1.725 0.558  0.1656
H: 1.260 -1.245 0.782  0.1778

Properties
Orbital gap = 11.84 eV
E_LUMO = 0.859 eV
Structure (SMILES) = FC[C@@H](Cl)CCl


The structure with the least stability is version one.


Version one
Computed, not measured: a gas-phase ion, C8H13N4 (charge +1), with ωB97M-V with the def2-TZVPD basis set.

Last column: natural (NBO) charge in e.
Atoms and positions in Å:
N: -1.771 0.645 0.154  -0.3910
N: -1.753 -1.426 1.025  -0.4327
N: 1.480 -0.629 0.723  -0.3859
N: 0.832 1.043 -0.710  -0.5655
C: 1.654 0.571 0.483  0.4602
C: 0.381 -1.161 -0.142  -0.0902
C: 0.797 -2.331 -1.101  -0.5887
C: -2.387 -0.375 0.553  0.2915
C: 2.615 1.372 1.217  -0.7096
C: -0.590 -1.768 0.802  0.2609
C: 0.036 0.040 -0.954  0.3095
C: -2.329 1.920 -0.346  -0.4285
H: -2.180 1.807 -1.410  0.2096
H: -3.417 1.976 -0.151  0.2308
H: 2.678 2.444 1.168  0.2545
H: 3.608 0.961 1.096  0.2750
H: -3.402 -0.356 0.903  0.1896
H: 1.359 -2.977 -0.550  0.2437
H: 0.635 1.985 -1.070  0.4452
H: 1.456 -2.046 -1.867  0.2315
H: -0.100 -2.528 1.475  0.2275
H: -0.236 -0.180 -1.954  0.2349
H: 2.435 1.048 2.270  0.2760
H: -0.114 -2.744 -1.588  0.2343
H: -1.688 2.709 -0.024  0.2176

Properties
Orbital gap = 9.56 eV
E_LUMO = -4.236 eV
Structure (SMILES) = C/N=C/N=C\[C@@]1(C)C=[NH+]C(C)=N1
Net charge = +1


Version two
Computed, not measured: a gas-phase ion, C8H13N4 (charge +1), with ωB97M-V with the def2-TZVPD basis set.

Last column: natural (NBO) charge in e.
Atoms and positions in Å:
N: 0.470 -2.796 -3.051  -0.7363
N: 1.101 -0.443 0.198  -0.5179
N: -0.744 0.999 -0.238  -0.2745
N: -1.786 1.252 -1.201  -0.6265
C: -0.790 2.229 3.396  -0.6489
C: -0.807 1.254 2.322  -0.1329
C: -0.665 1.635 1.040  -0.1223
C: -0.125 -0.924 -1.741  -0.3697
C: 0.683 -2.019 -1.969  0.2864
C: 0.043 -0.221 -0.540  0.4803
C: 1.825 -2.292 -1.120  -0.2995
C: 2.064 -1.449 -0.113  0.0735
H: -0.407 -2.754 -3.540  0.4187
H: 1.314 0.246 0.861  0.4340
H: -2.562 1.589 -0.732  0.3723
H: -1.071 -0.800 -2.237  0.2659
H: 2.889 -1.320 0.630  0.2510
H: 0.259 2.197 3.679  0.2359
H: -1.224 3.127 3.173  0.2279
H: -0.714 2.730 1.017  0.2007
H: -0.874 0.238 2.636  0.2066
H: 2.612 -3.014 -1.449  0.2582
H: -1.458 2.026 -1.933  0.3730
H: -1.264 1.850 4.270  0.2360
H: 1.232 -3.341 -3.356  0.4079

Properties
Orbital gap = 8.74 eV
E_LUMO = -3.135 eV
Structure (SMILES) = C/C=C/[N+](N)=c1/cc(N)cc[nH]1
Net charge = +1


Version three
Computed, not measured: a gas-phase ion, C8H13N4 (charge +1), with ωB97M-V with the def2-TZVPD basis set.

Last column: natural (NBO) charge in e.
Atoms and positions in Å:
N: 0.742 0.909 -1.454  -0.2652
N: -0.582 -0.897 -0.813  -0.6248
N: 0.342 -1.470 1.956  -0.4066
N: 1.199 0.480 1.345  -0.3422
C: -1.013 -0.217 0.348  -0.0164
C: 0.121 -0.687 -3.125  -0.6447
C: 0.049 -0.093 -1.748  0.3276
C: 1.392 -0.761 1.769  0.2989
C: -0.855 -1.229 1.541  0.2329
C: -0.001 0.801 0.854  0.1657
C: 2.330 1.470 1.430  -0.4215
C: -2.434 0.362 0.094  -0.6103
H: -2.324 1.345 -0.298  0.2388
H: -1.100 -1.684 -1.283  0.4274
H: -1.709 -1.536 2.034  0.2108
H: 2.370 1.761 0.341  0.2619
H: -0.378 1.814 1.020  0.2431
H: 3.183 1.196 1.961  0.2460
H: -2.945 -0.287 -0.569  0.2306
H: -0.906 -1.146 -3.343  0.2281
H: 1.995 2.355 2.022  0.2328
H: 0.420 -0.055 -3.907  0.2606
H: -3.094 0.350 1.044  0.2334
H: 0.898 -1.461 -3.046  0.2530
H: 2.301 -1.320 1.827  0.2403

Properties
Orbital gap (spin up / spin down) = 7.48 / 8.19 eV
E_LUMO (spin up / spin down) = -5.917 / -4.792 eV
Net charge = +1


The structure with the least stability is version three.